An isolated ion of composition C2H2NO2S and charge -1 at a distorted geometry, computed with the ωB97M-V functional and the def2-TZVPD basis.

```
8
Properties=species:S:1:pos:R:3:lowdin_charge:R:1
C -0.3975 -0.3907 -0.4697 -0.19
C 0.5063 -0.0612 0.5520 -0.21
N -1.1138 0.2277 -1.4337 -0.13
O -1.7469 -0.5489 -2.2145 -0.18
O 1.0588 0.8369 1.3219 -0.71
S 1.1630 2.4258 1.9133 0.22
H -0.4530 -1.4885 -0.5444 0.09
H 0.9831 -1.0012 0.8751 0.11
```

For the molecular weight, the calculation gives 104.11 g mol⁻¹. The net charge is -1. The HOMO energy (alpha / beta) comes out at -3.50 / -3.50 eV. For the calculated total energy, the calculation gives -18523.252 eV. Its energy above the lowest of the compared OMol25 structures with the same formula, charge and spin is 5.177 eV.